Molecular formula: C4H13N2S
Method: DFT, ωB97M-V/def2-TZVPD

Each line ends with the Löwdin charge.
Geometry (Å):
C -0.6939 -1.3994 0.0296  -0.12
N 0.1112 -0.2017 -0.5625  -0.03
C 1.2218 0.4046 0.1593  -0.27
C 0.6566 0.9698 1.4710  -0.47
S -0.2121 2.5155 1.0194  0.68
C -0.2368 -2.6040 -0.7716  -0.21
N -0.6218 -2.1643 -2.2076  0.00
H -0.4643 -1.3628 1.0887  0.10
H -1.7929 -1.1987 0.1915  0.16
H -0.4533 0.7379 -0.5122  0.13
H 2.0418 -0.3482 0.2422  0.15
H 1.6736 1.1860 -0.5070  0.14
H 1.3935 1.1841 2.2443  0.08
H 0.1389 0.2220 2.0875  0.09
H -0.6251 3.7961 0.6995  -0.05
H 0.8511 -2.8889 -0.4794  0.15
H -0.5466 -3.6314 -0.5828  0.11
H 0.0671 -2.6518 -2.8172  0.10
H -1.5213 -2.5796 -2.3333  0.07
H 0.5180 -0.3770 -1.5710  0.21

Force components x, y, z for each atom (eV/Å):
C 0.13 0.67 1.25
N -1.17 1.87 -2.07
C 2.22 -0.62 1.00
C 2.95 0.30 1.16
S -2.99 -0.80 -1.17
C 0.94 -0.17 -0.65
N 2.99 -1.40 1.24
H 0.86 -0.65 0.15
H 0.95 0.06 -1.62
H -0.19 -1.79 -1.09
H -0.63 0.36 0.70
H -0.71 -0.47 0.79
H 0.74 0.40 -0.64
H -1.28 0.62 -0.78
H 1.44 -0.50 0.88
H -1.00 1.53 -1.38
H -1.44 0.43 0.56
H -1.09 0.43 0.14
H -0.58 -0.26 -0.55
H -2.13 -0.01 2.07

LUMO level = -0.175 Ha
frontier orbital gap = 8.3 eV
ΔE to the lowest compared entry with this formula, charge and spin = 121.4 kcal/mol
net charge = +1
SMILES = NCC[NH2+]CCS